Record 1
# C15H32MnN6O7

A molecular structure, C15H32MnN6O7 (ωB97M-V/def2-TZVPD, the Open Molecules 2025 dataset).

Last column: Löwdin charge in e.
Positions of all 61 atoms, in Å:
1 Mn -0.3605 0.1754 -1.1870  0.81
2 O 1.9341 0.9436 -5.0517  -0.08
3 O -2.0216 -1.8379 -0.0579  -0.11
4 O 1.2538 -0.0354 0.7802  -0.01
5 O 1.4889 2.4285 -1.9687  0.01
6 O 2.2805 -0.4117 -1.8933  -0.01
7 O -2.5765 0.5785 0.7956  0.00
8 O 0.0563 -1.9608 -5.3694  -0.42
9 N -0.9830 -1.6296 -0.8158  -0.18
10 N 0.1725 -1.2597 2.3951  -0.09
11 N -1.5328 1.0881 0.0887  -0.09
12 N 1.1384 -0.9165 -1.7818  -0.17
13 N 0.3393 1.9653 -1.3456  -0.07
14 N 0.7635 0.9506 2.8043  -0.08
15 C -1.3324 2.4028 0.2382  -0.24
16 C -0.3323 -2.6520 -1.3967  -0.25
17 C 0.3743 0.8918 4.2009  -0.17
18 C 0.7797 -0.1163 1.9271  -0.45
19 C -2.0981 3.2891 1.1440  0.00
20 C 1.8734 -3.1012 -2.7098  -0.01
21 C -0.8954 -4.0249 -1.4299  0.00
22 C 0.4792 -2.5379 1.7713  -0.03
23 C 1.4052 2.1841 2.3896  -0.04
24 C -0.2290 2.8831 -0.5486  -0.25
25 C 0.2758 4.2600 -0.3885  0.00
26 C 0.2758 -0.5381 4.6646  -0.15
27 C -0.5489 -1.3017 3.6537  -0.15
28 C -1.6673 0.2960 -2.4895  -0.13
29 C 0.9065 -2.2564 -1.9604  -0.20
30 H 1.0794 -2.3364 0.8724  0.09
31 H -2.4741 -0.3968 0.5311  0.06
32 H 0.7014 3.0239 2.5261  0.08
33 H -1.8954 -4.0070 -1.9115  0.11
34 H -0.2491 -4.7058 -2.0168  0.08
35 H -0.8591 -1.7561 -5.0708  -0.14
36 H 1.2850 -0.9753 4.6884  0.13
37 H 2.8415 -3.1570 -2.1757  0.10
38 H -1.4517 3.9732 1.7068  0.08
39 H -0.4614 -3.0569 1.5262  0.08
40 H -1.2980 -0.0703 -3.4439  0.03
41 H 0.8271 4.4151 0.5480  0.09
42 H -0.5980 1.3985 4.3127  0.13
43 H -1.5565 -0.8495 3.5336  0.14
44 H 2.0390 -2.6681 -3.7165  0.09
45 H -2.6734 2.6982 1.8560  0.08
46 H 1.0700 -3.1446 2.4903  0.10
47 H -1.0194 -4.4693 -0.4193  0.09
48 H -0.5513 4.9766 -0.3590  0.10
49 H -0.1789 -0.5970 5.6585  0.12
50 H 1.6443 0.1398 -5.5098  0.02
51 H 1.8394 1.6149 -2.4071  0.09
52 H -0.6562 -2.3681 3.8865  0.13
53 H 1.1017 1.1958 -4.5975  0.02
54 H 1.6830 2.0675 1.3320  0.09
55 H 0.9363 4.5102 -1.2115  0.09
56 H 1.4824 -4.1243 -2.8344  0.08
57 H 2.3020 2.3693 3.0127  0.10
58 H -2.5639 -0.2327 -2.1461  0.04
59 H 1.1216 1.4695 4.7543  0.12
60 H -1.8976 1.3737 -2.4590  0.04
61 H -2.7894 3.9321 0.5846  0.10

Output
2S+1	6
DFT total energy	-70657.9055	eV
ΔE to the lowest compared entry with this formula, charge and spin	0.1395	eV
max |F|	0.07775	Eh/bohr
expectation value of S²	8.908
HOMO-LUMO gap (spin up / spin down)	6.2 / 3.6	eV

Record 2
# C15H32N12O7

8 unconnected molecules or ions with the total composition C15H32N12O7 (ωB97M-V/def2-TZVPD, the Open Molecules 2025 dataset).

Last column: Löwdin charge in e.
Positions of all 66 atoms, in Å:
1 O 5.0567 -1.1248 2.5980  0.00
2 O -3.6441 -0.9961 5.2365  0.11
3 O -1.6743 2.4484 -0.5028  0.02
4 O 2.0137 -2.3746 -0.1872  0.05
5 O 2.4300 -0.3816 6.6321  0.01
6 O 1.2621 -1.8526 -3.6168  0.08
7 O 0.0340 3.7204 -5.6839  0.03
8 N 3.6836 0.7101 2.8695  0.17
9 N -3.5464 -1.0932 -2.0298  0.15
10 N -0.5380 -1.8247 -4.8529  0.19
11 N -2.9709 -0.2592 3.3184  0.18
12 N -0.6961 -2.4997 -2.9019  0.19
13 N 1.8564 1.7103 6.4723  0.14
14 N 2.8683 -1.1564 2.6470  0.17
15 N 0.9452 0.2627 5.0811  0.17
16 N 3.0532 -2.9412 -2.0252  0.18
17 N -3.2294 1.0867 4.7884  0.15
18 N 0.2437 0.3807 2.0377  0.13
19 N 3.8198 -3.6383 -0.2040  0.16
20 C -0.3966 -0.2566 1.2279  -0.19
21 C -3.2519 -0.1739 4.5014  -0.94
22 C 3.9612 -0.5391 2.6902  -0.80
23 C -3.7290 -0.2653 -4.5503  -0.06
24 C 1.6616 0.4497 6.1250  -0.77
25 C -1.2022 1.8024 -2.7903  -0.05
26 C -0.5664 3.9943 -2.0679  -0.01
27 C -0.2526 3.3394 -4.3817  -0.27
28 C -1.1871 -1.0445 0.2592  -0.07
29 C -1.1215 2.7189 -1.7513  -0.27
30 C 0.1265 -2.1118 -3.8239  -0.82
31 C 2.9315 -2.8857 -0.7486  -0.83
32 C -0.7929 2.0642 -4.0469  -0.02
33 C -3.6628 -0.8022 -3.1626  -0.24
34 C -0.2578 4.3190 -3.3782  -0.03
35 H -0.6199 4.8306 -1.3868  0.11
36 H -3.7557 1.2425 5.6363  0.12
37 H 4.2613 -4.4367 -0.6372  0.12
38 H -1.5037 0.7995 -2.5260  0.09
39 H 0.1003 4.6697 -5.8106  0.10
40 H -1.6847 -2.6710 -3.0174  0.09
41 H 4.5550 1.2207 2.8548  0.12
42 H 1.0360 -0.6453 4.6482  0.11
43 H -1.3723 -2.3258 -5.1230  0.13
44 H 2.4182 -2.4962 -2.6725  0.04
45 H 1.2518 2.4263 6.0956  0.10
46 H -0.7898 -2.0594 0.2754  0.08
47 H -1.5421 3.1090 0.1812  0.10
48 H 2.8255 -2.0652 2.2084  0.10
49 H -4.2722 0.6612 -4.7363  0.09
50 H -0.2412 -2.8512 -2.0715  0.11
51 H 3.8581 -3.7445 0.7997  0.11
52 H -2.6995 0.0486 -4.7227  0.03
53 H 2.0375 -0.5825 2.6228  0.03
54 H 2.7911 1.0391 3.2089  0.09
55 H 0.2851 1.0006 4.8816  0.10
56 H 3.9989 -3.1944 -2.2736  0.12
57 H 0.0707 -1.3569 -5.5092  0.14
58 H -3.4820 1.5707 3.9387  0.11
59 H -2.2692 0.4230 3.0683  0.10
60 H -2.8240 -1.2543 3.2272  0.14
61 H -3.8477 -1.0237 -5.3242  0.08
62 H -1.2080 -0.6636 -0.7618  0.04
63 H -2.2031 -1.1586 0.6373  0.07
64 H -1.0311 1.3917 -4.8577  0.10
65 H -0.0813 5.3632 -3.5897  0.11
66 H 2.7102 1.9472 6.9572  0.12

Output
DFT total energy	-48286.0882	eV
max |F|	0.21423	Eh/bohr
SMILES string	Oc1ccc(O)cc1.NC(N)=O.NC(N)=O.NC(N)=O.NC(N)=O.NC(N)=O.CC#N.CC#N
HOMO-LUMO gap	8.5	eV

Record 3
# C15H32N5NbS

A molecular structure, C15H32N5NbS (ωB97M-V/def2-TZVPD, the Open Molecules 2025 dataset).

Last column: Löwdin charge in e.
Positions of all 54 atoms, in Å:
1 Nb 0.0411 0.2568 -0.4370  1.61
2 S 0.0888 -1.8195 1.2518  0.95
3 N 1.8865 0.8125 0.4575  -0.16
4 N -2.4619 -3.1241 1.3331  0.14
5 N 0.0485 2.1655 0.2917  -0.20
6 N -1.9793 0.4032 -0.8062  -0.38
7 N 0.6354 -1.9297 -0.4587  -0.62
8 C -1.4230 -2.5711 1.3008  -0.62
9 C 3.2956 0.5996 0.6747  -0.51
10 C -3.0296 -0.0022 0.1140  -0.20
11 C 1.4710 2.1128 -0.0421  -0.54
12 C 2.0118 -2.4485 -0.4979  -0.12
13 C 4.1402 1.8608 0.5814  -0.07
14 C 0.6662 1.3117 -2.2344  -0.38
15 C -2.5502 1.0191 -1.9895  -0.17
16 C -0.2267 -2.7728 -1.3008  -0.13
17 C 1.6652 2.1985 -1.5325  -0.18
18 C 0.8741 -0.0505 -2.5184  -0.22
19 C -1.8669 3.4033 1.0052  -0.07
20 C -0.6816 3.3857 0.0510  -0.50
21 C 0.1723 4.6389 0.1802  -0.07
22 C 3.4973 -0.0548 2.0338  -0.08
23 H -0.0837 1.8581 -2.8071  0.08
24 H 0.3427 -2.9467 -2.2206  0.10
25 H -1.5005 3.3693 2.0390  0.08
26 H -0.4650 5.5162 0.0216  0.08
27 H -3.5959 -0.8603 -0.2902  0.08
28 H -2.6179 -0.3083 1.0830  0.04
29 H 1.8893 -0.4629 -2.5456  0.06
30 H 0.6173 4.7042 1.1784  0.09
31 H 3.2748 0.6806 2.8166  0.09
32 H -0.4069 -3.7316 -0.7967  0.09
33 H 0.1369 -0.5565 -3.1515  0.06
34 H -3.7405 0.8253 0.2697  0.07
35 H -1.0687 3.3477 -0.9902  0.12
36 H 3.6522 -0.0907 -0.1123  0.11
37 H 3.9356 2.5271 1.4254  0.09
38 H 2.2982 -2.5277 -1.5492  0.09
39 H 0.9654 4.6650 -0.5703  0.06
40 H 3.9731 2.3992 -0.3518  0.06
41 H 2.8312 -0.9076 2.1886  0.04
42 H 4.5359 -0.3902 2.1492  0.08
43 H -3.2855 0.3480 -2.4617  0.08
44 H -1.1733 -2.2710 -1.5456  0.08
45 H -2.4703 4.3081 0.8722  0.08
46 H -3.0622 1.9584 -1.7166  0.08
47 H -2.5135 2.5341 0.8507  0.04
48 H -1.7889 1.2577 -2.7366  0.04
49 H 5.1968 1.5735 0.6097  0.09
50 H 1.4850 3.2427 -1.8283  0.10
51 H 1.9928 -3.4443 -0.0361  0.10
52 H 1.9905 2.9314 0.4677  0.12
53 H 2.7100 1.9657 -1.7853  0.11
54 H 2.7143 -1.8072 0.0366  0.05

Output
DFT total energy	-35905.6875	eV
max |F|	0.05857	Eh/bohr
HOMO-LUMO gap	5.5	eV

Record 4
# C15H32N5O3

A gas-phase ion, C15H32N5O3 (charge +1) (ωB97M-V/def2-TZVPD, the Open Molecules 2025 dataset).

Last column: Löwdin charge in e.
Positions of all 55 atoms, in Å:
1 O -0.3495 -2.5413 1.7479  0.00
2 O -2.4839 1.1419 0.6185  -0.02
3 O 0.9905 -0.3282 -1.4568  0.07
4 N 0.3528 0.3930 0.5630  0.12
5 N -1.1857 2.5129 -0.6331  0.12
6 N 3.4232 -2.3187 6.0149  -0.01
7 N 1.5180 -2.8505 0.4848  0.05
8 N -2.7127 -1.7319 0.9477  0.20
9 C -0.5928 1.4103 -1.4195  -0.21
10 C 3.0370 -1.1260 3.9026  -0.23
11 C -2.1251 2.3078 0.3277  -0.49
12 C 1.0932 -0.5805 1.4450  -0.14
13 C -1.5238 0.9358 -2.5830  -0.10
14 C -3.3589 -1.8094 -0.4309  -0.10
15 C 0.6764 -2.0955 1.2045  -0.42
16 C -2.7572 0.1200 -2.1285  -0.17
17 C -2.3717 -1.2885 -1.5046  -0.13
18 C 0.2927 0.4026 -0.7585  -0.51
19 C 2.6531 -0.2318 1.4813  -0.14
20 C -2.7266 3.4834 1.0387  0.03
21 C 1.3855 -4.3079 0.2689  -0.03
22 C 3.5735 -0.8347 2.5347  -0.24
23 C 4.0364 -1.9883 4.7600  -0.31
24 H 1.2790 -4.8551 1.2474  0.11
25 H 1.9526 -1.5947 3.8872  0.14
26 H 2.4406 -2.5125 0.1204  0.16
27 H 4.0182 -1.7026 2.1876  0.07
28 H -2.1620 4.3737 0.7961  0.08
29 H 3.7156 -1.5886 6.6487  0.08
30 H -3.6267 -2.8343 -0.6568  0.12
31 H 3.6178 -3.2395 6.3019  0.05
32 H -0.3789 0.9676 1.0242  0.13
33 H 2.6587 0.7657 1.7860  0.09
34 H 4.3993 -0.0716 2.6598  0.14
35 H 0.2147 1.8198 -1.9219  0.13
36 H -1.3971 -1.1814 -1.0582  0.07
37 H -4.2341 -1.1158 -0.4154  0.14
38 H -2.2327 -2.0106 -2.3400  0.13
39 H 0.5787 -4.5080 -0.3367  0.05
40 H -0.8723 0.4350 -3.3605  0.15
41 H 3.1463 -0.4838 0.5292  0.12
42 H -0.7852 3.5193 -0.7232  0.20
43 H -1.7894 -2.0289 0.9029  0.05
44 H -1.9149 1.8416 -3.0561  0.12
45 H 4.9550 -1.3124 4.8036  0.12
46 H -3.2222 0.0812 -3.1194  0.11
47 H -2.5995 -0.7588 1.2766  0.13
48 H 0.6888 -0.2920 2.5064  0.17
49 H 4.4296 -2.9595 4.1680  0.15
50 H 2.3257 -4.6283 -0.2908  0.12
51 H -2.6314 3.3466 2.1356  0.11
52 H 2.8919 -0.2637 4.4705  0.08
53 H -3.7205 3.6025 0.7298  0.08
54 H -3.3800 -2.1546 1.5480  0.15
55 H -3.5937 0.5371 -1.6564  0.08

Output
total charge	+1
DFT total energy	-29660.8847	eV
ΔE to the lowest compared entry with this formula, charge and spin	2.5166	eV
max |F|	0.08519	Eh/bohr
SMILES string	CNC(=O)[C@@H](CCCCN)NC(=O)[C@@H](CCCC[NH3+])NC(C)=O
HOMO-LUMO gap	9.0	eV